a:
86
Properties=species:S:1:pos:R:3:lowdin_charge:R:1 method="wB97M-V/def2-TZVPD" homo_ha="-0.5157 / -0.5630" charge=+2 s_squared=6.050 multiplicity=5 lumo_energy_ev="-6.59 / -9.85" orbital_gap_ev="7.4 / 5.5"
Pt -0.53 0.67 -0.47 1.05
C 4.43 0.79 2.98 -0.03
C 2.99 0.27 3.00 -0.38
C 2.87 -0.91 3.98 -0.04
C 1.99 1.36 3.39 -0.10
C 2.04 1.87 4.65 0.03
C 1.08 2.80 5.10 0.08
C 0.02 3.21 4.28 0.02
C -0.10 2.75 2.99 -0.08
C -1.32 3.17 2.21 -0.34
C -2.33 2.00 2.19 -0.04
C -1.04 3.77 0.83 -0.03
C 0.97 1.88 2.50 -0.05
N 1.07 1.59 1.15 0.07
C 2.14 1.89 0.50 -0.03
C 2.33 1.55 -0.87 -0.20
C 3.47 1.91 -1.67 0.03
C 3.21 1.41 -2.89 0.06
C 1.89 0.71 -2.81 -0.14
N 1.39 0.84 -1.58 0.05
C 1.30 0.02 -3.98 -0.53
C 2.42 -0.73 -4.73 -0.02
C 0.19 -0.96 -3.62 -0.04
C 0.74 1.15 -4.89 0.01
H 5.10 0.01 2.61 0.10
H 4.77 1.05 3.99 0.09
H 4.56 1.68 2.35 0.08
H 2.74 -0.10 2.01 0.11
H 3.29 -0.66 4.96 0.09
H 3.44 -1.76 3.60 0.09
H 1.83 -1.22 4.13 0.09
H 2.84 1.56 5.32 0.14
H 1.14 3.19 6.11 0.14
H -0.72 3.89 4.66 0.14
H -1.79 3.97 2.80 0.14
H -1.93 1.15 1.65 0.02
H -3.25 2.31 1.68 0.10
H -2.58 1.67 3.20 0.10
H -0.72 3.03 0.09 0.02
H -0.27 4.55 0.87 0.10
H -1.95 4.22 0.44 0.10
H 2.92 2.48 0.98 0.15
H 4.34 2.46 -1.35 0.14
H 3.81 1.48 -3.78 0.13
H 2.94 -1.45 -4.08 0.10
H 3.16 -0.06 -5.17 0.09
H 1.96 -1.29 -5.55 0.10
H 0.58 -1.79 -3.03 0.09
H -0.25 -1.36 -4.53 0.11
H -0.60 -0.47 -3.06 0.03
H 1.51 1.87 -5.17 0.10
H -0.08 1.67 -4.40 0.08
H 0.37 0.68 -5.80 0.11
F -3.52 -0.62 -3.07 0.14
C -3.83 0.68 -3.14 -0.67
F -5.13 0.85 -3.02 0.18
F -3.41 1.16 -4.29 0.17
S -2.97 1.56 -1.76 0.55
O -1.55 1.66 -2.23 -0.41
O -3.63 2.80 -1.54 -0.22
O -2.99 0.60 -0.64 -0.41
C -4.20 -2.58 0.67 -0.05
C -3.24 -1.71 1.43 -0.21
O -1.84 -2.02 1.08 -0.24
P -1.03 -1.62 -0.21 0.59
O -1.71 -2.23 -1.48 -0.27
C -1.76 -3.68 -1.74 -0.21
C -2.77 -3.91 -2.83 -0.05
O 0.29 -2.47 -0.04 -0.25
C 1.04 -2.54 1.19 -0.27
C 0.79 -3.87 1.87 -0.05
H -5.21 -2.41 1.07 0.10
H -3.97 -3.64 0.80 0.09
H -4.21 -2.33 -0.39 0.07
H -3.28 -1.90 2.50 0.13
H -3.43 -0.66 1.25 0.08
H -2.02 -4.19 -0.82 0.12
H -0.76 -3.99 -2.04 0.12
H -3.77 -3.61 -2.51 0.08
H -2.80 -4.98 -3.05 0.10
H -2.51 -3.37 -3.73 0.08
H 0.75 -1.71 1.84 0.09
H 2.08 -2.42 0.91 0.12
H -0.24 -3.93 2.23 0.08
H 1.47 -3.98 2.72 0.09
H 0.98 -4.68 1.17 0.09

=====

b:
86
Properties=species:S:1:pos:R:3:lowdin_charge:R:1 method="wB97M-V/def2-TZVPD" homo_ha="-0.5266 / -0.5449" charge=+2 s_squared=6.085 multiplicity=5 lumo_energy_ev="-6.28 / -9.54" orbital_gap_ev="8.1 / 5.3"
Pt 0.16 0.14 -0.33 1.28
C 0.96 0.93 5.67 -0.04
C -0.15 0.37 4.77 -0.38
C -1.45 0.19 5.56 -0.04
C 0.27 -0.95 4.11 -0.10
C 0.35 -2.06 4.94 0.00
C 0.55 -3.33 4.43 0.01
C 0.61 -3.54 3.06 0.00
C 0.55 -2.48 2.17 -0.13
C 0.57 -2.83 0.70 -0.37
C 1.89 -3.49 0.27 -0.03
C -0.60 -3.71 0.26 -0.03
C 0.48 -1.16 2.71 -0.15
N 0.56 -0.05 1.86 0.04
C 1.05 1.11 2.26 -0.05
C 0.84 2.26 1.52 -0.23
C 1.34 3.58 1.74 0.05
C 0.99 4.29 0.65 0.07
C 0.28 3.39 -0.27 -0.17
N 0.12 2.21 0.31 0.00
C -0.10 3.76 -1.67 -0.53
C -1.02 2.74 -2.32 -0.04
C -0.77 5.15 -1.65 -0.01
C 1.22 3.84 -2.47 0.00
H 0.68 1.92 6.04 0.09
H 1.93 1.00 5.18 0.08
H 1.10 0.28 6.54 0.09
H -0.37 1.10 4.00 0.11
H -1.31 -0.46 6.42 0.09
H -2.24 -0.22 4.94 0.06
H -1.78 1.16 5.94 0.10
H 0.22 -1.93 6.00 0.13
H 0.62 -4.18 5.11 0.13
H 0.70 -4.55 2.68 0.13
H 0.46 -1.87 0.15 0.03
H 1.81 -4.56 0.45 0.10
H 2.75 -3.11 0.83 0.08
H 2.06 -3.35 -0.79 0.09
H -0.72 -4.56 0.94 0.10
H -0.40 -4.12 -0.73 0.10
H -1.55 -3.18 0.22 0.05
H 1.65 1.16 3.16 0.14
H 1.88 3.91 2.61 0.14
H 1.20 5.33 0.45 0.13
H -1.96 2.64 -1.78 0.07
H -0.56 1.76 -2.40 0.06
H -1.25 3.07 -3.34 0.11
H -1.65 5.17 -1.00 0.09
H -1.09 5.39 -2.66 0.10
H -0.08 5.93 -1.33 0.09
H 1.67 2.85 -2.60 0.07
H 1.96 4.49 -1.99 0.10
H 1.00 4.25 -3.46 0.11
F 3.61 -0.93 0.71 0.14
C 4.09 -0.75 -0.53 -0.69
F 4.39 -1.91 -1.07 0.19
F 5.13 0.04 -0.49 0.20
S 2.80 0.09 -1.54 0.61
O 2.31 1.16 -0.66 -0.34
O 3.38 0.42 -2.78 -0.17
O 1.61 -0.86 -1.60 -0.39
C -3.85 -0.78 2.59 -0.05
C -2.89 -1.60 1.77 -0.20
O -2.92 -1.22 0.35 -0.23
P -2.22 -0.01 -0.34 0.55
O -2.71 1.33 0.26 -0.27
C -4.11 1.81 0.09 -0.21
C -4.33 2.94 1.05 -0.05
O -2.72 -0.07 -1.80 -0.24
C -2.58 -1.25 -2.68 -0.21
C -3.87 -2.03 -2.72 -0.05
H -3.89 -1.21 3.60 0.09
H -4.86 -0.83 2.18 0.10
H -3.54 0.26 2.67 0.07
H -3.17 -2.65 1.76 0.13
H -1.87 -1.52 2.13 0.09
H -4.78 0.97 0.26 0.12
H -4.20 2.12 -0.95 0.12
H -4.29 2.61 2.09 0.08
H -5.31 3.37 0.86 0.10
H -3.58 3.72 0.90 0.08
H -1.74 -1.85 -2.32 0.11
H -2.32 -0.83 -3.65 0.13
H -4.08 -2.51 -1.76 0.08
H -3.78 -2.81 -3.48 0.10
H -4.70 -1.38 -2.99 0.09

=====

Energies relative to the minimum, hartree: a 0.0000; b 0.0108

=====

a:
12
Properties=species:S:1:pos:R:3:lowdin_charge:R:1 method="wB97M-V/def2-TZVPD" homo_ha=-0.3454 charge=0 multiplicity=1 lumo_energy_ev=-2.79 orbital_gap_ev=6.6
C 1.30 0.25 -0.55 -0.11
C -0.19 0.51 -0.42 -0.35
C -0.84 0.13 0.89 -0.12
S -1.10 -2.73 0.21 0.17
H 1.46 -0.82 -0.39 0.06
H 1.56 0.42 -1.60 0.07
H 1.91 0.87 0.09 0.07
H -0.75 0.00 -1.20 0.09
H -0.41 1.54 -0.72 0.11
H -1.85 0.50 1.03 0.09
H -0.23 0.34 1.78 0.09
H -0.86 -1.00 0.89 -0.17

=====

b:
12
Properties=species:S:1:pos:R:3:lowdin_charge:R:1 method="wB97M-V/def2-TZVPD" homo_ha=-0.3319 charge=0 multiplicity=1 lumo_energy_ev=-0.97 orbital_gap_ev=8.1
C -0.82 0.96 -0.23 -0.20
C 0.50 0.28 -0.67 -0.37
C 0.94 -0.82 0.35 -0.60
S -0.46 -2.06 0.53 0.55
H -0.65 1.11 0.88 0.06
H -1.57 0.11 -0.33 0.02
H -1.10 1.83 -0.82 0.07
H 0.21 -0.18 -1.64 0.10
H 1.38 0.91 -0.83 0.10
H 1.18 -0.25 1.25 0.06
H 1.82 -1.34 -0.04 0.06
H -1.45 -0.55 1.55 0.15

=====

Energies relative to the minimum, hartree: a 0.0149; b 0.0000

=====

a:
19
Properties=species:S:1:pos:R:3:lowdin_charge:R:1 method="wB97M-V/def2-TZVPD" homo_ha="-0.6981 / -0.6981" charge=+2 multiplicity=1 lumo_energy_ev="-11.27 / -11.27" orbital_gap_ev="7.7 / 7.7"
C -0.96 -0.10 -1.77 -0.48
C 0.66 0.06 0.71 0.16
C -1.66 0.67 -0.70 -0.12
C 2.26 0.09 2.52 0.08
N 0.26 -0.53 -1.52 0.19
N -1.59 -0.38 -2.87 0.23
N 1.82 -0.10 1.10 0.12
O -1.12 -1.30 1.09 -0.17
O -1.32 0.97 2.04 -0.17
S -1.14 0.09 0.94 0.71
H -1.51 1.82 -0.74 0.18
H -2.84 0.69 -0.63 0.20
H 2.99 -0.79 2.70 0.17
H 1.44 0.14 3.28 0.14
H 2.83 0.98 2.53 0.11
H 0.80 -1.03 -2.28 0.16
H -2.34 0.12 -3.37 0.18
H -0.97 -0.75 -3.58 0.15
H 2.40 -0.66 0.56 0.17

=====

b:
19
Properties=species:S:1:pos:R:3:lowdin_charge:R:1 method="wB97M-V/def2-TZVPD" homo_ha="-0.6504 / -0.6505" charge=+2 multiplicity=1 lumo_energy_ev="-11.33 / -11.33" orbital_gap_ev="6.4 / 6.4"
C -1.45 0.94 0.50 -0.33
C 0.58 -0.26 0.05 -0.04
C -0.76 2.24 0.39 -0.05
C 2.55 -1.46 -0.59 -0.02
N -0.78 -0.19 0.24 0.12
N -2.71 0.90 0.87 0.29
N 1.13 -1.29 -0.47 0.01
O -0.12 1.79 3.04 -0.16
O 1.33 3.47 1.86 -0.13
S 0.45 2.39 1.91 1.00
H -0.11 2.33 -0.48 0.13
H -1.44 3.09 0.45 0.14
H 2.80 -1.67 -1.64 0.11
H 2.87 -2.32 0.00 0.12
H 3.08 -0.58 -0.25 0.10
H -1.32 -1.06 0.31 0.19
H -3.26 1.74 1.04 0.17
H -3.22 0.04 1.01 0.17
H 0.59 -2.05 -0.90 0.19

=====

Energies relative to the minimum, hartree: a 0.0888; b 0.0000